Entry 1:
{"formula": "C32H80F18N11O14P2S2", "method": "ωB97M-V with the def2-TZVPD basis set", "mol_weight_da": 1311.10, "total_charge": 7, "orbital_gap_ev": 9.71, "homo_ha": -0.827, "e_tot_ev": -168632.575, "symbols": ["C", "F", "F", "F", "S", "O", "O", "N", "S", "O", "O", "C", "F", "F", "F", "C", "C", "O", "N", "H", "H", "C", "H", "H", "H", "H", "H", "H", "C", "C", "O", "N", "H", "H", "C", "H", "H", "H", "H", "H", "H", "C", "C", "O", "N", "H", "H", "C", "H", "H", "H", "H", "H", "H", "C", "C", "O", "N", "H", "H", "C", "H", "H", "H", "H", "H", "H", "C", "C", "O", "N", "H", "H", "C", "H", "H", "H", "H", "H", "H", "C", "C", "O", "N", "H", "H", "C", "H", "H", "H", "H", "H", "H", "C", "C", "O", "N", "H", "H", "C", "H", "H", "H", "H", "H", "H", "C", "C", "O", "N", "H", "H", "C", "H", "H", "H", "H", "H", "H", "C", "C", "O", "N", "H", "H", "C", "H", "H", "H", "H", "H", "H", "C", "C", "O", "N", "H", "H", "C", "H", "H", "H", "H", "H", "H", "P", "F", "F", "F", "F", "F", "F", "P", "F", "F", "F", "F", "F", "F"], "xyz": [[1.82867, -2.65104, 0.22129], [1.14411, -3.75844, -0.06641], [2.98914, -3.01814, 0.77207], [2.17208, -2.03984, -0.90514], [0.86193, -1.67132, 1.55386], [-0.02025, -2.61586, 2.20994], [1.88667, -1.03742, 2.33017], [-0.15082, -0.73072, 0.57656], [-0.00940, 0.72500, 1.12277], [-0.14805, 0.83854, 2.56923], [1.11975, 1.39644, 0.52324], [-1.61974, 1.51175, 0.49357], [-1.44561, 1.78556, -0.79248], [-2.64354, 0.67428, 0.60050], [-1.85156, 2.62570, 1.17701], [-6.03551, 4.29063, -0.10245], [-4.93974, 4.97130, -0.82987], [-3.80693, 5.13983, -0.50309], [-5.33158, 5.44734, -2.21332], [-6.21611, 5.96500, -2.26668], [-4.68077, 6.16539, -2.53806], [-5.58418, 4.36658, -3.26075], [-7.02365, 4.67063, -0.36296], [-5.93480, 4.27750, 0.98098], [-6.02323, 3.22271, -0.36336], [-6.54021, 3.88592, -3.06862], [-4.75733, 3.68569, -3.41580], [-5.73913, 4.97307, -4.15466], [-3.44228, -2.09980, 1.63693], [-2.90151, -2.97374, 0.56896], [-3.01610, -4.14641, 0.49509], [-2.20132, -2.20502, -0.53335], [-2.81631, -1.52255, -1.00666], [-1.43914, -1.57964, -0.20426], [-1.74248, -3.07327, -1.68552], [-4.03058, -2.77418, 2.25761], [-4.06035, -1.32368, 1.17942], [-2.69515, -1.62026, 2.27042], [-1.27423, -2.41834, -2.41992], [-2.58380, -3.54512, -2.18341], [-1.01712, -3.76705, -1.27440], [-4.20542, 7.78999, 1.62243], [-2.92890, 7.03330, 1.84788], [-2.88464, 5.94689, 2.31202], [-1.67097, 7.54152, 1.14523], [-1.79241, 8.44939, 0.69080], [-0.91688, 7.65142, 1.82539], [-1.22742, 6.64541, -0.03946], [-4.98968, 7.38453, 2.26007], [-4.52427, 7.57847, 0.59862], [-4.24858, 8.86592, 1.79417], [-2.04280, 6.64927, -0.75160], [-0.88525, 5.71312, 0.38978], [-0.45606, 7.26876, -0.49094], [-2.46700, 1.90380, -4.79957], [-1.47122, 0.89097, -4.27875], [-1.72206, -0.16801, -3.82976], [0.03045, 1.24529, -4.40064], [0.50849, 0.59266, -5.03743], [0.15732, 2.19548, -4.74443], [0.70042, 1.15996, -3.03571], [-3.43167, 1.41208, -4.90003], [-2.17876, 2.27331, -5.78638], [-2.49640, 2.74860, -4.10857], [1.76648, 1.25784, -3.20262], [0.40169, 0.21563, -2.58812], [0.31073, 1.91021, -2.35235], [-5.26890, 1.36084, 4.86230], [-4.35702, 2.31536, 4.16645], [-4.42958, 2.71156, 3.06158], [-3.23938, 2.86620, 5.09720], [-3.37473, 3.86933, 5.25753], [-3.41868, 2.53537, 6.04848], [-1.84240, 2.46008, 4.64862], [-4.85573, 0.35175, 4.94083], [-6.23426, 1.24497, 4.37453], [-5.44414, 1.72170, 5.87930], [-1.07967, 2.92702, 5.26727], [-1.74398, 2.74300, 3.60724], [-1.72979, 1.39367, 4.82379], [5.94522, 2.60517, 3.06164], [6.42134, 3.08069, 1.71283], [5.87726, 2.81191, 0.69767], [7.70925, 3.93414, 1.74385], [7.34127, 4.88826, 1.78419], [8.25972, 3.75830, 2.58526], [8.59147, 3.59104, 0.52122], [6.76197, 2.16445, 3.63568], [5.09096, 1.93740, 2.97917], [5.54316, 3.41366, 3.68080], [7.99741, 3.48419, -0.37821], [9.05291, 2.63623, 0.76104], [9.31722, 4.39862, 0.49173], [-1.32464, -8.45377, 0.75756], [-1.64054, -7.50784, 1.86141], [-2.68673, -6.99581, 2.04194], [-0.45200, -7.10272, 2.73602], [-0.46735, -7.46232, 3.69302], [0.34711, -7.51974, 2.25840], [-0.30658, -5.56348, 2.71716], [-0.67688, -8.04501, -0.01603], [-2.23049, -8.84512, 0.29988], [-0.92383, -9.32528, 1.29350], [0.63868, -5.41594, 3.23424], [-1.15116, -5.01272, 3.10815], [-0.12626, -5.35388, 1.66576], [2.48685, -8.54946, -5.17753], [2.84111, -7.09165, -5.27988], [2.79224, -6.44506, -6.25838], [3.54847, -6.50249, -4.03015], [3.12434, -7.06246, -3.29070], [4.54171, -6.73838, -4.04563], [3.24112, -5.00617, -3.83748], [1.72610, -8.78361, -4.43013], [3.41551, -9.10833, -5.05256], [1.98704, -8.79659, -6.11266], [3.82231, -4.73186, -2.96618], [2.16841, -4.83841, -3.85606], [3.56163, -4.63375, -4.81009], [1.20605, -2.26949, 5.67406], [0.94888, -0.85262, 6.12742], [0.52628, -0.00246, 5.41674], [1.23539, -0.58141, 7.58754], [0.36846, -0.71464, 8.12480], [1.76946, -1.30698, 8.07802], [1.88783, 0.79657, 7.84619], [2.00186, -2.86381, 6.12025], [1.44662, -2.17352, 4.61491], [0.26870, -2.82655, 5.74415], [2.95599, 0.63825, 7.74394], [1.63586, 0.92360, 8.89798], [1.44950, 1.58623, 7.25121], [5.08931, 0.27021, -1.24660], [5.29715, -0.94625, -2.09633], [4.78462, -2.01243, -2.14796], [6.38683, -0.77264, -3.17246], [6.99830, -0.04433, -2.80734], [6.89657, -1.63039, -3.38385], [5.72746, -0.29023, -4.46422], [4.34465, 0.99224, -1.57320], [6.02806, 0.79292, -1.05742], [4.81359, -0.09278, -0.25498], [5.08105, -1.09146, -4.82331], [6.53107, -0.02049, -5.14151], [4.99556, 0.50326, -4.31747], [-5.30158, 0.45778, -2.02323], [-5.96619, -0.99039, -2.16787], [-5.52522, 0.35223, -0.42283], [-3.86582, -0.35546, -1.81962], [-4.44737, 1.86436, -1.84350], [-5.16061, 0.50924, -3.62285], [-6.66189, 1.29699, -2.10069], [2.22119, -1.68265, -5.74871], [2.44814, -0.10535, -5.30952], [0.61326, -1.41655, -5.48228], [1.98972, -1.30150, -7.26901], [1.91856, -3.23308, -6.02165], [3.79830, -1.85231, -6.09269], [2.50232, -2.07001, -4.16014]], "mulliken_charge": [0.114, -0.170, -0.212, -0.057, 1.004, -0.526, -0.527, -0.555, 0.555, -0.418, -0.617, 0.295, -0.082, -0.076, -0.147, -0.866, 0.483, -0.458, -0.175, 0.474, 0.433, -0.803, 0.473, 0.240, 0.062, 0.372, 0.147, 0.490, -0.771, 0.889, -0.499, 1.840, 0.059, -0.331, -0.809, 0.475, 0.193, 0.030, 0.250, 0.464, 0.224, -0.992, 0.506, -0.369, -0.119, 0.424, 0.376, -0.783, 0.345, 0.172, 0.448, 0.289, 0.309, 0.436, -1.002, 0.434, -0.264, 0.154, 0.168, 0.432, -0.914, 0.224, 0.537, 0.170, 0.510, 0.223, 0.328, -1.313, 0.609, -0.266, -0.122, 0.353, 0.438, -0.930, 0.331, 0.375, 0.445, 0.449, 0.174, 0.434, -1.097, 0.589, -0.435, -0.152, 0.391, 0.400, -0.795, 0.400, 0.257, 0.378, 0.325, 0.351, 0.382, -1.209, 0.603, -0.349, -0.076, 0.362, 0.403, -0.954, 0.313, 0.368, 0.441, 0.400, 0.389, 0.275, -1.223, 0.585, -0.311, -0.123, 0.393, 0.380, -1.108, 0.399, 0.381, 0.353, 0.384, 0.413, 0.443, -0.461, 0.211, -0.310, -0.142, 0.411, 0.433, -0.782, 0.446, -0.172, 0.343, 0.346, 0.404, 0.280, -1.246, 0.709, -0.439, -0.075, 0.379, 0.397, -0.876, 0.245, 0.490, 0.356, 0.341, 0.403, 0.335, 1.484, -0.356, -0.388, -1.126, -0.332, -0.413, -0.345, 1.549, -0.494, -0.444, -0.344, -0.327, -0.412, -0.485]}

***

Entry 2:
{"formula": "C13H17BeClO", "method": "ωB97M-V with the def2-TZVPD basis set", "mol_weight_da": 233.74, "total_charge": -2, "orbital_gap_ev": 4.47, "homo_ha": 0.028, "e_above_lowest_kcal_mol": 15.0, "e_tot_ev": -28728.422, "symbols": ["C", "C", "C", "H", "C", "C", "H", "H", "H", "H", "Be", "Cl", "C", "C", "C", "H", "C", "C", "H", "H", "H", "H", "C", "C", "C", "O", "H", "H", "H", "H", "H", "H", "H"], "xyz": [[-2.21082, 0.15746, -0.71741], [-1.16724, 0.11246, -1.69258], [-0.46345, 1.35206, -1.63816], [-0.92070, -0.71824, -2.34223], [-1.07699, 2.16839, -0.63884], [-2.15029, 1.42460, -0.05958], [-2.80901, 1.77177, 0.73292], [-2.91982, -0.64305, -0.50933], [0.38118, 1.62957, -2.26161], [-0.77042, 3.17805, -0.37814], [2.34781, -0.34905, -1.01593], [1.55921, -2.08934, -0.51828], [3.98513, -0.82966, -1.61835], [4.16768, 0.58126, -1.81713], [3.38877, 0.98607, -2.94042], [4.86907, 1.20431, -1.27010], [2.73716, -0.16436, -3.47427], [3.08006, -1.28696, -2.67734], [2.81905, -2.31678, -2.89730], [4.57275, -1.45858, -0.95329], [3.40751, 1.97515, -3.38781], [2.20981, -0.20430, -4.42453], [1.27217, 1.26995, 2.04942], [2.12142, 1.61578, 0.83671], [3.59794, 1.70597, 1.21962], [1.83205, 0.84566, -0.28057], [1.45676, 0.23335, 2.38927], [0.20971, 1.37676, 1.80954], [1.51320, 1.95426, 2.87557], [1.82905, 2.63828, 0.55038], [3.98483, 0.71916, 1.54320], [4.18618, 2.05222, 0.37749], [3.73969, 2.41874, 2.04661]], "mulliken_charge": [-0.562, -0.678, -0.102, 0.381, -0.967, -0.510, 0.381, 0.367, 0.401, 0.422, -0.344, -0.540, -0.379, -0.706, -0.575, 0.779, -0.401, -0.713, 0.514, 0.471, 0.377, 0.399, -1.295, 0.779, -1.432, 0.037, 0.256, 0.200, 0.411, 0.059, 0.253, 0.257, 0.461]}

***

Entry 3:
{"formula": "CH4CuFO", "method": "ωB97M-V with the def2-TZVPD basis set", "mol_weight_da": 114.59, "total_charge": 1, "spin_multiplicity": 2, "orbital_gap_ev": [12.02, 8.97], "homo_ha": [-0.657, -0.651], "e_tot_ev": -50496.588, "symbols": ["F", "Cu", "O", "H", "C", "H", "H", "H"], "xyz": [[0.74805, 2.81836, -0.20822], [1.40620, 1.26037, -0.43884], [0.72909, -0.38106, -0.05428], [1.14578, -1.19630, -0.35482], [-0.72390, -0.60317, 0.21806], [-1.10607, -1.29480, -0.54136], [-0.83714, -0.88144, 1.27106], [-1.36202, 0.27804, 0.10838]], "mulliken_charge": [-0.515, 1.187, -0.419, 0.353, -0.419, 0.299, 0.285, 0.230]}

***

Entry 4:
{"formula": "C4H11NO2", "method": "ωB97M-V with the def2-TZVPD basis set", "mol_weight_da": 105.14, "total_charge": 0, "orbital_gap_ev": 10.24, "homo_ha": -0.346, "e_above_lowest_kcal_mol": 8.1, "smiles": "CC(=O)N(C)C.O", "e_tot_ev": -9911.891, "symbols": ["C", "C", "O", "N", "C", "C", "H", "H", "H", "H", "H", "H", "H", "H", "H", "O", "H", "H"], "xyz": [[1.51698, -1.41881, 0.18072], [0.11539, -0.91927, -0.07092], [-0.87061, -1.58307, 0.24872], [-0.01287, 0.28062, -0.67922], [-1.36729, 0.76547, -0.92380], [1.12608, 1.16738, -0.88753], [1.99650, -0.84796, 0.97577], [1.45630, -2.45770, 0.49625], [2.13345, -1.33125, -0.71530], [-1.87294, 1.02466, 0.00596], [-1.94139, -0.00715, -1.43014], [-1.31475, 1.63821, -1.57178], [1.70061, 1.29309, 0.03039], [1.78876, 0.78536, -1.66924], [0.74478, 2.13483, -1.20527], [-1.64789, 0.21057, 2.38131], [-2.14191, -0.24042, 3.07534], [-1.40918, -0.49455, 1.75873]], "mulliken_charge": [-1.333, 0.783, -0.734, 0.171, -0.876, -0.959, 0.306, 0.333, 0.350, 0.313, 0.303, 0.356, 0.336, 0.294, 0.338, -0.643, 0.291, 0.370]}

***

Entry 5:
{"formula": "C3H8N2O2S", "method": "ωB97M-V with the def2-TZVPD basis set", "mol_weight_da": 136.18, "total_charge": 0, "orbital_gap_ev": 9.60, "homo_ha": -0.334, "e_above_lowest_kcal_mol": 80.9, "smiles": "[H]/N=C(/NS)OCCO", "e_tot_ev": -21147.337, "symbols": ["H", "N", "C", "N", "S", "O", "C", "C", "O", "H", "H", "H", "H", "H", "H", "H"], "xyz": [[-0.18543, -1.72395, -1.17821], [-1.15898, -1.31681, -0.78566], [-1.08391, -0.47123, 0.19585], [-2.14398, 0.36669, 0.48066], [-3.79713, 0.29569, -0.08619], [-0.03834, -0.23711, 0.99834], [1.32770, -0.75883, 0.56138], [1.94196, 0.13336, -0.48663], [1.54106, 1.59632, -0.34938], [-2.23500, 0.96044, 1.53050], [-3.76136, 1.53967, -1.02787], [1.34727, -1.71055, 0.18329], [1.97001, -0.63773, 1.53730], [1.46055, -0.07171, -1.49609], [3.13152, 0.13008, -0.73695], [1.68405, 1.90568, 0.65967]], "mulliken_charge": [0.247, -0.683, 0.756, -0.387, -0.142, -0.392, -0.638, -0.236, -0.508, 0.339, 0.155, 0.425, 0.277, 0.196, 0.280, 0.311]}

***

Entry 6:
{"formula": "CH3BrOS", "method": "ωB97M-V with the def2-TZVPD basis set", "mol_weight_da": 143.01, "total_charge": 0, "orbital_gap_ev": [7.74, 7.76], "homo_ha": [-0.336, -0.337], "e_above_lowest_kcal_mol": 36.3, "smiles": "CBr.O=S", "e_tot_ev": -84008.492, "symbols": ["C", "Br", "H", "H", "H", "O", "S"], "xyz": [[1.24154, -0.15081, 0.11425], [-0.22131, -1.44319, -0.02269], [2.27255, -0.65468, 0.28823], [1.19128, 0.50122, 0.96517], [1.14348, 0.43369, -0.85529], [-2.13751, 0.92724, -0.29952], [-3.49004, 0.38652, -0.19014]], "mulliken_charge": [-0.637, -0.131, 0.279, 0.266, 0.219, -0.247, 0.250]}